[1]
{
  "formula": "C26H28NO3PdSi2",
  "method": "the ωB97M-V functional and the def2-TZVPD basis",
  "species": ["Pd", "C", "Si", "C", "C", "C", "C", "C", "C", "C", "Si", "C", "C", "H", "H", "H", "H", "H", "H", "H", "H", "H", "H", "H", "H", "H", "H", "H", "H", "O", "C", "N", "C", "O", "C", "C", "C", "C", "C", "C", "H", "H", "H", "H", "C", "C", "O", "C", "C", "C", "C", "C", "C", "H", "H", "H", "H", "H", "H", "H", "H"],
  "coordinates": [[0.356759, 1.294696, -1.099836], [-2.344894, 0.499800, 2.881715], [-1.540189, -0.797979, 1.838341], [-2.707272, -2.006480, 1.073258], [0.144339, -1.412168, 2.492939], [0.276250, -2.348676, 3.606277], [1.674847, -2.617588, 3.934453], [3.403529, -1.980753, 2.711182], [3.425889, -1.179647, 1.463144], [2.322504, -1.041003, 0.722801], [2.453188, -0.014467, -0.896305], [2.613077, -1.154345, -2.366804], [3.903016, 1.143891, -0.714383], [-3.247820, 0.097023, 3.343961], [-2.636998, 1.357456, 2.272286], [-1.684257, 0.855763, 3.672972], [-3.440047, -2.302902, 1.827782], [-2.210985, -2.899992, 0.697508], [-3.249259, -1.546525, 0.244524], [-0.540220, -2.961585, 3.960616], [1.825738, -3.231355, 4.818210], [4.400617, -2.263166, 3.040044], [4.346209, -0.680513, 1.179658], [3.514646, -1.766341, -2.270767], [2.693843, -0.575942, -3.289249], [1.753435, -1.819392, -2.450583], [4.852076, 0.606348, -0.645719], [3.790017, 1.772839, 0.170017], [3.956713, 1.794921, -1.589165], [-0.341315, -1.797263, -0.903508], [0.088621, -1.351937, 0.113466], [-0.400845, 0.001800, 0.597216], [0.459050, 0.742506, 1.553523], [0.786231, 1.866129, 1.243154], [0.815253, -0.087410, 2.722167], [1.932156, -0.046513, 3.454336], [2.564031, -1.332553, 3.910097], [2.412040, -3.202517, 2.645557], [1.550531, -3.221381, 1.423605], [1.039154, -1.860197, 1.139364], [2.528966, 0.858997, 3.499978], [3.167121, -1.193767, 4.803990], [2.890705, -4.161656, 2.820773], [1.508897, -4.048516, 0.731093], [-1.089601, 4.548001, -4.027922], [-1.263123, 3.277396, -3.250553], [-0.341337, 2.875737, -2.549773], [-2.541989, 2.531405, -3.342939], [-3.692284, 3.141807, -3.840767], [-4.883746, 2.438272, -3.908396], [-4.929387, 1.112325, -3.503321], [-3.782725, 0.488568, -3.025730], [-2.599225, 1.197151, -2.939066], [-0.060793, 4.884983, -3.945948], [-1.749202, 5.319761, -3.625906], [-1.356958, 4.399068, -5.074092], [-3.666646, 4.172934, -4.165980], [-5.774619, 2.922147, -4.284895], [-5.856850, 0.559041, -3.569979], [-3.813481, -0.553979, -2.737984], [-1.703381, 0.697742, -2.590432]],
  "forces_ev_per_angstrom": [[0.0, 0.0, 0.2], [0.0, 0.0, 0.1], [0.1, 0.0, 0.1], [0.0, 0.0, 0.0], [0.0, 0.1, 0.0], [0.0, 0.0, 0.0], [0.0, 0.0, 0.0], [0.0, 0.0, 0.0], [0.0, 0.0, 0.1], [-0.1, 0.0, -0.1], [-0.1, -0.1, 0.0], [0.0, 0.0, 0.0], [0.0, 0.1, 0.0], [0.0, 0.0, 0.0], [0.0, 0.0, 0.0], [0.0, 0.0, 0.0], [0.0, 0.0, 0.0], [0.0, 0.0, 0.0], [0.0, 0.0, 0.0], [0.0, 0.0, 0.0], [0.0, 0.0, 0.0], [0.0, 0.0, 0.0], [0.0, 0.0, 0.0], [0.0, 0.0, 0.0], [0.0, 0.0, 0.0], [0.0, 0.0, 0.0], [0.0, 0.0, 0.0], [0.0, 0.0, 0.0], [0.0, 0.0, 0.0], [0.0, 0.0, 0.0], [0.0, 0.0, 0.0], [-0.1, -0.1, -0.2], [0.1, 0.0, 0.0], [0.0, 0.0, 0.0], [-0.1, -0.1, 0.0], [0.0, 0.0, 0.0], [0.0, 0.0, 0.0], [0.0, 0.0, 0.0], [-0.1, 0.0, 0.0], [0.1, 0.0, 0.0], [0.0, 0.0, 0.0], [0.0, 0.0, 0.0], [0.0, 0.0, 0.0], [0.0, 0.0, 0.0], [0.0, 0.0, 0.0], [-0.1, 0.0, 0.0], [0.1, 0.0, 0.0], [0.0, 0.0, 0.0], [0.0, 0.0, 0.0], [0.0, 0.0, 0.0], [0.0, 0.0, 0.0], [0.0, 0.0, 0.0], [0.0, 0.0, 0.0], [0.0, 0.0, 0.0], [0.0, 0.0, 0.0], [0.0, 0.0, 0.0], [0.0, 0.0, 0.0], [0.0, 0.0, 0.0], [0.0, 0.0, 0.0], [0.0, 0.0, 0.0], [0.0, 0.0, 0.0]],
  "mulliken_charge": [0.5090, -1.1909, 0.0316, -1.1614, 2.1793, -1.8078, -0.0536, -0.1416, -0.9305, 0.4475, 0.6809, -1.1879, -1.2915, 0.4428, 0.3805, 0.3346, 0.4182, 0.3552, 0.3268, 0.3684, 0.6182, 0.6689, 0.4286, 0.3625, 0.3913, 0.3183, 0.4078, 0.3490, 0.3838, -0.5636, -1.7247, -0.6322, 1.0012, -0.6579, -0.5169, -0.9330, -0.4921, -0.1307, -1.8683, 2.9405, 0.4702, 0.4990, 0.5832, 0.4868, -1.3714, 0.5998, -0.6059, 0.7430, -0.3160, -0.7550, -0.3940, -0.8696, -0.0474, 0.3472, 0.3664, 0.3991, 0.3569, 0.4012, 0.4008, 0.4526, 0.1930],
  "homo_ha": [-0.37045, -0.44403],
  "molar_mass_g_mol": 565.11,
  "relative_energy_kcal_mol": 7.1,
  "spin_multiplicity": 5,
  "charge": 1,
  "s2": 6.013
}

[2]
{
  "formula": "C26H28NO3PdSi2",
  "method": "the ωB97M-V functional and the def2-TZVPD basis",
  "species": ["Pd", "C", "Si", "C", "C", "C", "C", "C", "C", "C", "Si", "C", "C", "H", "H", "H", "H", "H", "H", "H", "H", "H", "H", "H", "H", "H", "H", "H", "H", "O", "C", "N", "C", "O", "C", "C", "C", "C", "C", "C", "H", "H", "H", "H", "C", "C", "O", "C", "C", "C", "C", "C", "C", "H", "H", "H", "H", "H", "H", "H", "H"],
  "coordinates": [[0.262319, -0.610851, 0.239684], [0.549415, -4.752528, -2.468776], [-0.035327, -3.107468, -3.074106], [-1.745757, -3.149413, -3.769128], [1.305051, -2.070655, -3.940491], [1.771565, -2.339597, -5.295655], [2.842815, -1.431096, -5.698048], [3.466116, 0.362428, -4.570492], [2.969750, 0.881080, -3.273281], [1.789078, 0.483849, -2.787161], [1.189393, 1.259858, -1.141692], [-0.091668, 2.579257, -1.496736], [2.669926, 1.985859, -0.262418], [0.684893, -5.423479, -3.320358], [-0.201982, -5.197215, -1.813399], [1.494960, -4.702611, -1.929546], [-1.854743, -4.044724, -4.385118], [-1.979250, -2.276604, -4.376383], [-2.477616, -3.208155, -2.960848], [1.209209, -2.933407, -6.001944], [3.294248, -1.655059, -6.660789], [4.254027, 0.983973, -4.989548], [3.589761, 1.576335, -2.718175], [0.350667, 3.364480, -2.116426], [-0.431987, 3.043167, -0.568312], [-0.958309, 2.178766, -2.023142], [3.095650, 2.825501, -0.818730], [3.448935, 1.238585, -0.104947], [2.364760, 2.362077, 0.715623], [-1.354972, -0.298197, -2.700787], [-0.239699, -0.712245, -2.747213], [0.206093, -1.792235, -1.777107], [1.678408, -1.961992, -1.606990], [2.127861, -1.888502, -0.483797], [2.376015, -2.137617, -2.895754], [3.621463, -1.771811, -3.211697], [3.890017, -1.177711, -4.566866], [2.311589, 0.069397, -5.598913], [0.936009, 0.179372, -5.019975], [0.894652, -0.451913, -3.680625], [4.374307, -1.646408, -2.440674], [4.922408, -1.321130, -4.875947], [2.404658, 0.625597, -6.527394], [0.180950, 0.849345, -5.402808], [-0.829014, -0.822283, 4.442418], [-0.654316, -0.622051, 2.976292], [0.415267, -0.262808, 2.495696], [-1.785093, -0.863375, 2.037232], [-2.557399, -2.018629, 2.086317], [-3.512738, -2.242849, 1.106037], [-3.710688, -1.315610, 0.089504], [-2.969097, -0.145275, 0.053738], [-2.000945, 0.088419, 1.025905], [0.084443, -0.566237, 4.970780], [-1.085052, -1.866127, 4.638595], [-1.666090, -0.220763, 4.800023], [-2.398055, -2.751734, 2.866281], [-4.105596, -3.147231, 1.135277], [-4.460801, -1.497975, -0.668417], [-3.139953, 0.587692, -0.721887], [-1.499687, 1.050598, 1.077134]],
  "forces_ev_per_angstrom": [[0.0, -0.1, 0.0], [0.0, 0.0, 0.0], [0.0, 0.0, 0.0], [0.0, 0.0, 0.0], [0.0, 0.0, 0.1], [0.0, 0.0, 0.0], [0.0, 0.0, 0.0], [0.0, 0.0, 0.0], [0.0, 0.0, 0.0], [0.0, -0.1, 0.0], [0.0, 0.0, 0.0], [0.0, 0.0, 0.0], [0.0, 0.0, 0.0], [0.0, 0.0, 0.0], [0.0, 0.0, 0.0], [0.0, 0.0, 0.0], [0.0, 0.0, 0.0], [0.0, 0.0, 0.0], [0.0, 0.0, 0.0], [0.0, 0.0, 0.0], [0.0, 0.0, 0.0], [0.0, 0.0, 0.0], [0.0, 0.0, 0.0], [0.0, 0.0, 0.0], [0.0, 0.0, 0.0], [0.0, 0.0, 0.0], [0.0, 0.0, 0.0], [0.0, 0.0, 0.0], [0.0, 0.0, 0.0], [0.0, 0.0, 0.0], [0.0, 0.0, 0.0], [0.0, 0.1, 0.0], [0.0, 0.0, 0.0], [0.0, 0.0, 0.0], [-0.1, 0.0, 0.0], [0.0, 0.0, 0.0], [0.0, 0.0, 0.0], [0.0, 0.0, 0.0], [0.0, 0.0, 0.0], [0.0, 0.0, 0.0], [0.0, 0.0, 0.0], [0.0, 0.0, 0.0], [0.0, 0.0, 0.0], [0.0, 0.0, 0.0], [0.0, 0.0, 0.0], [0.1, 0.0, 0.1], [0.0, 0.0, 0.0], [0.0, 0.0, 0.0], [0.0, 0.0, 0.0], [0.0, 0.0, 0.0], [0.0, 0.0, 0.0], [0.0, 0.0, 0.0], [0.0, 0.1, 0.0], [0.0, 0.0, 0.0], [0.0, 0.0, 0.0], [0.0, 0.0, 0.0], [0.0, 0.0, 0.0], [0.0, 0.0, 0.0], [0.0, 0.0, 0.0], [0.0, 0.0, 0.0], [0.0, 0.0, 0.0]],
  "mulliken_charge": [0.2327, -1.1580, 0.1742, -1.2250, 2.0632, -1.7783, -0.0202, -0.0570, -0.8715, 0.3679, 0.9139, -1.2599, -1.3826, 0.4005, 0.3836, 0.3630, 0.3949, 0.3584, 0.3806, 0.3398, 0.6272, 0.6946, 0.4440, 0.4026, 0.4122, 0.2898, 0.4090, 0.3782, 0.3690, -0.5324, -1.8319, -0.5713, 0.6826, -0.6470, -0.1925, -1.0626, -0.5294, -0.1369, -1.9373, 2.9629, 0.4731, 0.4853, 0.5761, 0.4598, -1.3860, 0.7742, -0.5452, 0.9942, -0.6067, -0.7173, -0.6616, -0.1859, -0.9226, 0.3699, 0.3541, 0.3662, 0.3607, 0.4298, 0.4840, 0.3636, 0.6833],
  "homo_ha": [-0.35589, -0.43880],
  "molar_mass_g_mol": 565.11,
  "relative_energy_kcal_mol": 0.0,
  "spin_multiplicity": 5,
  "charge": 1,
  "s2": 6.017
}